1.
Entry from the Open Molecules 2025 dataset: 2 unconnected molecules or ions with the total composition C5H11NO (ωB97M-V/def2-TZVPD).

Structure (XYZ):
```
18
Properties=species:S:1:pos:R:3:nbo_charge:R:1
C 2.36 1.44 -2.59 -0.41
C 1.58 1.38 -1.54 -0.15
C 0.10 1.00 -1.53 -0.46
C -0.28 -0.18 -0.68 -0.33
C -1.48 -0.19 -0.04 0.04
N -1.70 -0.69 1.23 -0.82
H 3.25 2.05 -2.60 0.20
H 2.16 0.86 -3.49 0.19
H 1.88 1.75 -0.55 0.19
H -0.19 0.87 -2.58 0.20
H -0.41 1.92 -1.17 0.22
H 0.54 -0.69 -0.20 0.19
H -2.49 -0.11 -0.46 0.17
H -2.51 -1.25 1.44 0.37
H -0.95 -0.72 1.91 0.40
O -0.30 -1.91 3.74 -0.94
H -0.38 -2.32 4.60 0.47
H -0.85 -2.46 3.17 0.47
```

Structure (SMILES): C=CC/C=C/N.O
Lowest unoccupied orbital energy (eV): 0.6659
HOMO energy (eV): -7.71
Frontier orbital gap (eV): 8.38
Energy relative to the best compared isomer or geometry (same formula, charge and spin) (kJ/mol): 297.2

***

2.
Entry from the Open Molecules 2025 dataset: a molecular structure, C14H36GaI2O13S4 (ωB97M-V/def2-TZVPD).

Structure (XYZ):
```
70
Properties=species:S:1:pos:R:3:nbo_charge:R:1
O 1.71 2.33 4.11 -0.56
C 1.23 3.38 3.79 0.56
I 2.20 5.22 4.58 -0.18
C 0.11 3.69 2.94 -0.97
Ga -1.57 4.04 4.12 0.75
I -2.89 1.78 3.97 -0.50
H -0.09 2.84 2.30 0.26
H 0.32 4.58 2.36 0.24
H -2.43 5.25 3.56 -0.30
H -1.13 4.24 5.63 -0.30
O -0.74 2.61 -0.20 -0.93
S -1.14 2.44 -1.56 2.39
O -2.49 2.09 -1.86 -0.94
O -0.16 1.40 -2.25 -0.73
C 0.08 0.17 -1.53 -0.08
C -1.05 -0.83 -1.67 -0.63
C -0.68 3.85 -2.51 -0.89
H 0.28 0.40 -0.48 0.21
H 1.00 -0.22 -1.96 0.19
H -1.95 -0.48 -1.16 0.23
H -0.75 -1.77 -1.23 0.21
H -1.29 -0.99 -2.72 0.22
H 0.36 4.08 -2.31 0.25
H -1.33 4.66 -2.18 0.26
H -0.85 3.63 -3.56 0.25
O -4.90 -0.98 2.46 -0.93
S -4.86 -0.98 1.03 2.38
O -6.06 -1.18 0.28 -0.95
O -3.78 -2.08 0.59 -0.73
C -3.95 -3.38 1.19 -0.07
C -5.00 -4.21 0.49 -0.64
C -4.01 0.45 0.46 -0.90
H -4.16 -3.25 2.25 0.21
H -2.97 -3.85 1.10 0.17
H -5.99 -3.80 0.63 0.23
H -4.99 -5.23 0.89 0.21
H -4.79 -4.26 -0.57 0.23
H -3.08 0.55 1.02 0.28
H -4.65 1.30 0.66 0.27
H -3.82 0.35 -0.61 0.25
O -2.76 -5.87 -1.32 -0.94
S -1.40 -5.61 -1.68 2.39
O -1.12 -4.65 -2.71 -0.93
O -0.71 -6.99 -2.04 -0.73
C -1.40 -7.85 -2.98 -0.08
C -1.22 -7.41 -4.41 -0.64
C -0.46 -5.24 -0.25 -0.89
H -2.45 -7.90 -2.70 0.20
H -0.97 -8.83 -2.81 0.19
H -1.72 -6.46 -4.61 0.23
H -1.64 -8.17 -5.08 0.21
H -0.16 -7.29 -4.65 0.22
H -0.64 -6.01 0.50 0.25
H -0.79 -4.27 0.10 0.26
H 0.59 -5.21 -0.52 0.25
O 5.45 5.59 -0.64 -0.96
S 5.41 5.11 0.71 2.38
O 5.57 6.04 1.78 -0.93
O 6.51 3.96 0.86 -0.72
C 7.84 4.27 0.40 -0.08
C 8.63 5.10 1.39 -0.64
C 4.00 4.10 0.96 -0.89
H 7.77 4.75 -0.58 0.20
H 8.30 3.29 0.25 0.19
H 8.21 6.10 1.48 0.23
H 9.66 5.18 1.06 0.21
H 8.60 4.64 2.37 0.22
H 3.95 3.38 0.15 0.25
H 3.13 4.76 0.95 0.27
H 4.07 3.62 1.93 0.27
```

Lowest unoccupied orbital energy (eV): 1.7416
HOMO energy (eV): -5.28
Net charge: -1
Frontier orbital gap (eV): 7.02

***

3.
Entry from the Open Molecules 2025 dataset: 2 unconnected molecules or ions with the total composition C3H6N2S (ωB97M-V/def2-TZVPD).

Structure (XYZ):
```
12
Properties=species:S:1:pos:R:3:nbo_charge:R:1
N 3.05 -2.23 -0.91 -0.66
C 2.79 -1.72 0.13 0.22
S 2.96 -1.15 1.54 0.00
H 2.79 -2.59 -1.81 0.45
C 0.62 0.58 -0.25 -0.06
N -0.33 -0.17 0.05 -0.40
C -1.13 0.23 1.24 -0.48
H 1.04 1.39 0.36 0.15
H 1.21 0.22 -1.10 0.16
H -2.08 -0.48 1.20 0.21
H -0.52 -0.01 2.22 0.21
H -1.40 1.37 1.18 0.20
```

Structure (SMILES): N=C=S.C=NC
Lowest unoccupied orbital energy (eV): 0.7945
HOMO energy (eV): -9.53
Frontier orbital gap (eV): 10.33
Energy relative to the best compared isomer or geometry (same formula, charge and spin) (kJ/mol): 237.0

***

Among the records above, which one has the lowest frontier orbital gap?
C14H36GaI2O13S4

***

Copy entry 1 word for word.
Entry from the Open Molecules 2025 dataset: 2 unconnected molecules or ions with the total composition C5H11NO (ωB97M-V/def2-TZVPD).

Structure (XYZ):
```
18
Properties=species:S:1:pos:R:3:nbo_charge:R:1
C 2.36 1.44 -2.59 -0.41
C 1.58 1.38 -1.54 -0.15
C 0.10 1.00 -1.53 -0.46
C -0.28 -0.18 -0.68 -0.33
C -1.48 -0.19 -0.04 0.04
N -1.70 -0.69 1.23 -0.82
H 3.25 2.05 -2.60 0.20
H 2.16 0.86 -3.49 0.19
H 1.88 1.75 -0.55 0.19
H -0.19 0.87 -2.58 0.20
H -0.41 1.92 -1.17 0.22
H 0.54 -0.69 -0.20 0.19
H -2.49 -0.11 -0.46 0.17
H -2.51 -1.25 1.44 0.37
H -0.95 -0.72 1.91 0.40
O -0.30 -1.91 3.74 -0.94
H -0.38 -2.32 4.60 0.47
H -0.85 -2.46 3.17 0.47
```

Structure (SMILES): C=CC/C=C/N.O
Lowest unoccupied orbital energy (eV): 0.6659
HOMO energy (eV): -7.71
Frontier orbital gap (eV): 8.38
Energy relative to the best compared isomer or geometry (same formula, charge and spin) (kJ/mol): 297.2